Arrangement i

The ion C5H8N with charge +1, computed with wB97M-V/def2-TZVPD.

```
14
C5H8N wB97M-V/def2-TZVPD
C -2.71 0.42 -0.17
N -1.61 0.06 0.24
C -0.56 -0.46 0.62
C 0.79 -0.22 0.26
C 1.65 -1.18 0.61
C 1.25 0.95 -0.62
H -3.36 1.21 0.21
H -3.22 0.15 -1.17
H -0.58 -1.38 1.15
H 1.55 -2.17 1.06
H 2.65 -1.05 0.26
H 2.35 0.77 -0.87
H 1.11 1.85 0.00
H 0.70 1.04 -1.58
```

HOMO-LUMO gap in eV: 9.67
E_LUMO in eV: -5.04
HOMO level in Eh: -0.5407
Net charge: +1
Molecular weight in g/mol: 82.126
SMILES: C=[N+]=CC(=C)C

Arrangement ii

The ion C5H8N with charge +1, computed with wB97M-V/def2-TZVPD.

```
14
C5H8N wB97M-V/def2-TZVPD
N 2.17 -0.10 -0.38
C 1.34 0.79 -0.02
C -0.15 0.59 0.28
C -1.77 0.94 -0.28
C -2.13 -0.33 -0.26
C -0.76 -0.87 0.20
H 1.73 -0.92 -0.54
H 3.16 -0.03 -0.28
H 1.63 1.85 0.23
H -0.13 1.10 1.24
H -2.14 1.98 -0.58
H -3.17 -0.73 -0.21
H -0.94 -1.54 1.15
H -0.37 -1.60 -0.60
```

HOMO-LUMO gap in eV: 9.34
E_LUMO in eV: -4.87
HOMO level in Eh: -0.5220
Net charge: +1
Molecular weight in g/mol: 82.126
SMILES: [NH2+]=C[C@H]1C=CC1

Arrangement iii

A cluster of 2 separate species, C5H8N in total, computed with wB97M-V/def2-TZVPD.

```
14
C5H8N wB97M-V/def2-TZVPD
C 0.61 -0.42 1.38
C 1.41 0.65 1.80
C 1.67 1.90 1.42
C -0.10 -1.24 0.98
C -1.81 -1.04 -2.26
N -1.00 -0.40 -1.60
H 2.49 2.33 1.89
H 1.28 2.42 0.56
H -0.70 -2.06 0.84
H 1.99 0.38 2.75
H -2.73 -1.48 -1.94
H -1.84 -0.92 -3.34
H -0.96 -0.38 -0.59
H -0.30 0.26 -1.89
```

HOMO-LUMO gap in eV: 7.70
E_LUMO in eV: -5.48
HOMO level in Eh: -0.4841
Net charge: +1
Molecular weight in g/mol: 82.126

Q: Which of them is the least stable? A: arrangement iii.

Arrangement i

An isolated molecule of C4H8FN, computed with wB97M-V/def2-TZVPD.

```
14
C4H8FN wB97M-V/def2-TZVPD
C 0.77 1.54 0.09
N -0.14 0.57 0.64
C 0.23 -0.86 0.55
C -1.15 -1.28 0.03
C -1.49 0.16 -0.31
F -2.63 0.67 0.17
H 0.72 2.46 0.68
H 1.79 1.15 0.14
H 0.55 1.80 -0.95
H 0.50 -1.25 1.53
H 1.03 -1.05 -0.16
H -1.17 -1.97 -0.80
H -1.80 -1.65 0.83
H -1.34 0.49 -1.34
```

HOMO-LUMO gap in eV: 9.97
E_LUMO in eV: 1.19
HOMO level in Eh: -0.3225
Molecular weight in g/mol: 89.113
SMILES: CN1CC[C@H]1F

Arrangement ii

An isolated molecule of C4H8FN, computed with wB97M-V/def2-TZVPD.

```
14
C4H8FN wB97M-V/def2-TZVPD
C -1.25 1.35 -1.46
C -0.99 0.28 -0.80
F -1.95 0.04 0.21
C 0.35 -0.42 -0.67
C 0.89 -0.11 0.80
N 0.60 -1.47 1.51
H -0.59 1.82 -2.13
H -2.21 1.66 -1.43
H 0.77 -1.46 -1.14
H 0.96 0.22 -1.23
H 1.96 -0.20 0.69
H 0.42 0.90 1.16
H 1.36 -1.26 2.34
H -0.33 -1.36 2.16
```

HOMO-LUMO gap in eV: 10.76
E_LUMO in eV: 0.99
HOMO level in Eh: -0.3590
Molecular weight in g/mol: 89.113
SMILES: C=C(F)CCN

Q: Which of them is the least stable? A: arrangement ii.

Arrangement i

An isolated molecule of C5H9N3O, computed with wB97M-V/def2-TZVPD.

```
18
C5H9N3O wB97M-V/def2-TZVPD
C -1.60 -1.80 0.32
N -0.17 0.54 -1.72
C -0.22 0.76 -0.02
C 1.16 1.09 0.51
N 1.13 1.62 1.76
C -0.43 -0.72 -1.67
C -0.42 -1.09 -0.27
N 2.17 0.78 -0.21
O -1.21 1.34 0.43
H 0.25 1.03 -2.51
H 1.95 2.07 2.13
H 0.23 1.96 2.07
H 3.06 1.05 0.21
H -0.74 -1.33 -2.51
H 0.58 -1.38 0.06
H -2.07 -2.48 -0.40
H -1.33 -2.37 1.21
H -2.36 -1.07 0.60
```

HOMO-LUMO gap in eV: 8.56
E_LUMO in eV: 0.55
HOMO level in Eh: -0.2945
Molecular weight in g/mol: 127.147

Arrangement ii

A structure of composition C5H9N3O, computed with wB97M-V/def2-TZVPD.

```
18
C5H9N3O wB97M-V/def2-TZVPD
C 1.37 -1.05 -0.36
C -1.21 1.33 -1.74
C 0.33 -1.31 1.93
N -0.33 0.66 -0.80
N 0.71 -0.45 0.82
C 0.01 1.07 0.39
C -0.02 -0.81 -0.84
N -0.33 1.95 1.20
O -0.78 -1.61 -1.38
H 0.04 2.88 1.06
H 1.60 -2.11 -0.24
H 2.19 -0.47 -0.78
H -1.92 1.98 -1.22
H -1.77 0.58 -2.29
H -0.61 1.92 -2.44
H 1.19 -1.88 2.29
H -0.03 -0.71 2.77
H -0.47 -1.99 1.62
```

HOMO-LUMO gap in eV: 9.09
E_LUMO in eV: 0.77
HOMO level in Eh: -0.3057
Molecular weight in g/mol: 127.147

Q: Which of them is the least stable? A: arrangement ii.

Arrangement i

A structure of composition C5H9N3O, computed with wB97M-V/def2-TZVPD.

```
18
C5H9N3O wB97M-V/def2-TZVPD
C -0.06 0.44 -0.03
C -0.98 0.16 1.17
C -1.51 -0.95 0.21
C -1.33 0.07 -0.89
C 0.65 -0.90 -0.15
H 0.85 1.77 -1.19
H 0.31 2.44 0.20
H -0.56 -0.16 2.12
H -1.74 0.94 1.28
H -2.42 -1.53 0.31
H -2.13 0.80 -0.82
H -1.18 -0.27 -1.90
H 2.27 -1.97 -0.33
H 2.61 0.65 0.18
N 0.75 1.61 -0.19
N -0.28 -1.82 -0.02
N 1.97 -1.00 -0.43
O 2.77 -0.27 0.49
```

HOMO-LUMO gap in eV: 9.54
E_LUMO in eV: 0.81
HOMO level in Eh: -0.3208
Molecular weight in g/mol: 127.147

Arrangement ii

An isolated molecule of C5H9N3O, computed with wB97M-V/def2-TZVPD.

```
18
C5H9N3O wB97M-V/def2-TZVPD
H 0.73 1.41 0.28
N 1.65 1.80 0.11
C 2.57 0.98 -0.08
N 2.60 -0.43 -0.14
C 1.66 -1.42 0.10
N 0.40 -1.56 -0.11
O -0.24 -0.36 -0.23
C -1.62 -0.47 -0.37
C -2.46 0.73 -0.59
C -2.38 0.07 0.79
H 3.58 1.32 -0.19
H 3.55 -0.74 -0.04
H 2.11 -2.38 0.25
H -2.00 -1.43 -0.72
H -1.81 1.62 -0.70
H -3.41 0.71 -1.11
H -1.83 0.74 1.43
H -3.11 -0.57 1.33
```

HOMO-LUMO gap in eV: 9.20
E_LUMO in eV: 0.65
HOMO level in Eh: -0.3144
Molecular weight in g/mol: 127.147
SMILES: [H]/N=C\N/C=N\OC1CC1

Q: Which of them is the least stable? A: arrangement ii.

Arrangement i

A cluster of 2 separate species, C5H9N3O in total, computed with wB97M-V/def2-TZVPD.

```
18
C5H9N3O wB97M-V/def2-TZVPD
C -1.59 1.17 0.73
N -0.53 0.37 0.06
C -0.73 0.05 -1.28
C -0.14 -0.78 0.95
C -0.02 -1.99 0.48
N -0.02 -3.17 0.13
H -1.20 1.65 1.63
H -1.92 2.01 0.01
H -2.52 0.56 1.04
H 0.01 -0.76 -1.73
H -1.86 -0.38 -1.50
H -0.87 1.05 -1.73
H 0.24 -0.54 1.91
H 0.67 -3.45 -0.53
N 2.22 1.51 0.24
C 3.02 0.79 -0.22
O 3.99 0.48 -0.76
H 1.22 1.44 0.55
```

HOMO-LUMO gap in eV: 9.04
E_LUMO in eV: 0.55
HOMO level in Eh: -0.3119
Molecular weight in g/mol: 127.147
SMILES: CN(C)C=C=N.N=C=O

Arrangement ii

An isolated molecule of C5H9N3O, computed with wB97M-V/def2-TZVPD.

```
18
C5H9N3O wB97M-V/def2-TZVPD
C 0.84 -1.98 0.55
O -0.35 -1.17 0.60
C -0.20 0.17 0.67
C -1.41 0.66 1.46
C -0.18 1.12 -0.97
C 1.18 0.96 -1.51
N 1.06 0.25 -2.58
N -0.29 -0.14 -2.66
N -1.03 0.46 -1.89
H 0.54 -2.96 0.96
H 1.61 -1.55 1.16
H 1.16 -2.17 -0.51
H 0.69 0.49 1.11
H -2.44 0.46 0.94
H -1.36 1.78 1.56
H -1.33 0.25 2.56
H -0.51 2.05 -0.41
H 2.04 1.33 -1.03
```

HOMO-LUMO gap in eV: 9.74
E_LUMO in eV: -0.02
HOMO level in Eh: -0.3587
Molecular weight in g/mol: 127.147
SMILES: CO[C@H](C)[C@H]1C=NN=N1

Arrangement iii

A cluster of 3 separate species, C5H9N3O in total, computed with wB97M-V/def2-TZVPD.

```
18
C5H9N3O wB97M-V/def2-TZVPD
C -2.66 -0.57 -0.13
C -0.52 0.60 -0.27
C 0.34 -0.50 -0.31
C 1.30 -0.61 0.94
C 2.84 0.24 -0.73
H -2.19 -1.19 0.70
H -3.08 -1.31 -1.35
H -3.75 -0.06 0.42
H -2.46 1.30 0.65
H 0.74 2.08 0.27
H 0.06 -1.41 -0.61
H 1.55 0.20 1.50
H 1.64 -1.47 1.38
H 2.78 0.62 -1.73
N -1.90 0.50 -0.44
N -0.32 1.85 0.15
N 1.79 -0.70 -0.48
O 3.85 0.43 0.03
```

HOMO-LUMO gap in eV: 8.68
E_LUMO in eV: -0.36
HOMO level in Eh: -0.3323
Molecular weight in g/mol: 127.147

Arrangement iv

A cluster of 2 separate species, C5H9N3O in total, computed with wB97M-V/def2-TZVPD.

```
18
C5H9N3O wB97M-V/def2-TZVPD
C 2.21 -1.64 -1.64
C 2.34 -2.33 -0.42
C 1.51 -0.49 -1.35
C -1.95 2.04 0.09
C -1.85 1.09 1.31
N 1.66 -1.67 0.54
N 1.21 -0.55 -0.05
N -1.26 -0.04 0.82
O 0.64 0.34 0.63
H 2.69 -1.90 -2.49
H 2.68 -3.35 -0.35
H 1.14 0.28 -1.92
H -2.28 1.33 -0.74
H -2.67 2.68 0.41
H -1.09 2.61 -0.23
H -1.22 1.56 2.06
H -2.74 0.95 1.99
H -1.03 -0.92 1.36
```

HOMO-LUMO gap (alpha / beta) in eV: 7.86 / 8.44
E_LUMO (alpha / beta) in eV: -1.00 / -0.36
HOMO level (alpha / beta) in Eh: -0.3254 / -0.3234
Molecular weight in g/mol: 127.147

Q: Which of them is the least stable? A: arrangement iii.

Arrangement i

An isolated molecule of C2H4P2, computed with wB97M-V/def2-TZVPD.

```
8
C2H4P2 wB97M-V/def2-TZVPD
P -1.02 -0.93 0.04
C -0.20 0.39 -0.85
P 1.83 -0.25 -0.04
C 0.20 0.33 0.64
H -2.22 -0.07 0.58
H -0.24 1.07 -1.66
H 1.41 -1.50 -0.19
H 0.23 0.96 1.49
```

HOMO-LUMO gap in eV: 8.71
E_LUMO in eV: 0.03
HOMO level in Eh: -0.3191
Molecular weight in g/mol: 90.002
SMILES: P1[C@H]2P[C@@H]12

Arrangement ii

A structure of composition C2H4P2, computed with wB97M-V/def2-TZVPD.

```
8
C2H4P2 wB97M-V/def2-TZVPD
C -0.85 -1.28 -0.25
C -0.35 0.93 0.46
P 0.63 -0.69 0.56
P -2.07 -0.09 0.15
H -1.23 -2.22 -0.55
H -0.41 1.38 1.44
H -0.20 1.36 -0.50
H 1.70 -0.70 -0.37
```

HOMO-LUMO gap in eV: 8.39
E_LUMO in eV: -0.08
HOMO level in Eh: -0.3113
Molecular weight in g/mol: 90.002

Arrangement iii

An isolated molecule of C2H4P2, computed with wB97M-V/def2-TZVPD.

```
8
C2H4P2 wB97M-V/def2-TZVPD
C -1.02 0.91 0.68
P 0.25 0.95 -0.50
P 1.92 -0.22 0.44
C 0.66 -0.85 -0.72
H -1.44 1.84 1.01
H -1.31 0.01 1.19
H -0.02 -1.61 -0.35
H 0.97 -1.03 -1.75
```

HOMO-LUMO gap (alpha / beta) in eV: 7.30 / 6.69
E_LUMO (alpha / beta) in eV: -0.96 / -1.14
HOMO level (alpha / beta) in Eh: -0.3038 / -0.2879
Molecular weight in g/mol: 90.002
SMILES: C=P1=PC1

Arrangement iv

An isolated molecule of C2H4P2, computed with wB97M-V/def2-TZVPD.

```
8
C2H4P2 wB97M-V/def2-TZVPD
H 1.50 -0.06 -2.89
P 0.46 -0.96 -2.75
C -0.16 -0.60 -1.06
P -0.06 0.81 0.25
C -0.25 0.68 2.05
H -0.97 -1.22 -0.74
H -0.04 1.61 2.74
H -0.48 -0.26 2.40
```

HOMO-LUMO gap in eV: 7.41
E_LUMO in eV: -1.32
HOMO level in Eh: -0.3210
Molecular weight in g/mol: 90.002
SMILES: [H]/P=C\P=C

Q: Which of them is the least stable? A: arrangement iv.

Arrangement i

A cluster of 2 separate species, C3H9N2O in total, computed with wB97M-V/def2-TZVPD.

```
15
C3H9N2O wB97M-V/def2-TZVPD
C -1.03 0.38 0.10
C -1.91 -0.73 -0.21
C 1.90 -0.94 0.31
N 1.45 0.38 0.43
N -1.34 1.60 0.27
O 1.81 1.22 -0.49
H -2.00 -1.34 0.69
H -1.47 -1.36 -0.98
H -2.91 -0.40 -0.52
H 2.84 -0.99 0.89
H 1.20 -1.62 0.81
H 2.11 -1.27 -0.71
H -2.30 1.96 0.21
H -0.62 2.29 0.48
H 2.27 0.82 -1.28
```

HOMO-LUMO gap (alpha / beta) in eV: 9.66 / 7.41
E_LUMO (alpha / beta) in eV: -4.28 / -5.56
HOMO level (alpha / beta) in Eh: -0.5122 / -0.4768
Net charge: +1
Molecular weight in g/mol: 89.118

Arrangement ii

The ion C3H9N2O with charge +1, computed with wB97M-V/def2-TZVPD.

```
15
C3H9N2O wB97M-V/def2-TZVPD
C 1.42 -1.02 0.59
N 0.06 -0.76 0.18
C -0.20 0.70 -0.20
N -0.94 1.05 0.99
C -0.86 0.53 -1.62
O -0.70 -0.57 -2.19
H 2.06 -1.09 -0.27
H 1.73 -0.18 1.23
H 1.53 -1.91 1.28
H -0.60 -0.99 0.87
H -0.10 -1.32 -0.78
H 0.76 1.15 -0.17
H -0.85 2.13 1.07
H -2.03 0.87 1.09
H -1.28 1.40 -2.06
```

HOMO-LUMO gap in eV: 10.27
E_LUMO in eV: -4.54
HOMO level in Eh: -0.5444
Net charge: +1
Molecular weight in g/mol: 89.118
SMILES: C[NH2+][C@H](N)C=O

Arrangement iii

The ion C3H9N2O with charge +1, computed with wB97M-V/def2-TZVPD.

```
15
C3H9N2O wB97M-V/def2-TZVPD
N 0.84 -1.03 0.55
C 1.50 0.16 -0.01
C 0.35 1.17 -0.46
O -0.68 1.16 0.49
C -1.43 0.14 0.55
N -1.81 -0.66 -0.49
H 0.63 -1.75 -0.11
H 1.43 -1.47 1.37
H 2.30 0.22 -0.71
H 1.91 0.66 0.90
H 0.87 2.10 -0.32
H -0.06 1.14 -1.46
H -2.02 0.01 1.45
H -1.30 -0.42 -1.32
H -2.53 -1.43 -0.43
```

HOMO-LUMO gap in eV: 10.48
E_LUMO in eV: -3.89
HOMO level in Eh: -0.5281
Net charge: +1
Molecular weight in g/mol: 89.118
SMILES: NCCOC=[NH2+]

Q: Which of them is the least stable? A: arrangement i.

Arrangement i

A structure of composition C2H9NO, computed with wB97M-V/def2-TZVPD.

```
13
C2H9NO wB97M-V/def2-TZVPD
H -1.39 -0.43 -1.11
O -2.33 -0.98 -1.48
N -0.64 0.23 -0.18
H -3.01 -0.33 -1.65
H -0.72 1.19 -0.47
C 0.75 -0.31 0.01
H 1.28 -0.43 -0.95
H 0.53 -1.35 0.28
H -1.11 -0.07 0.66
C 1.55 0.50 1.04
H 2.32 -0.08 1.54
H 1.91 1.34 0.45
H 0.87 0.72 1.87
```

HOMO-LUMO gap in eV: 9.90
E_LUMO in eV: 0.81
HOMO level in Eh: -0.3341
Molecular weight in g/mol: 63.100

Arrangement ii

A cluster of 2 separate species, C2H9NO in total, computed with wB97M-V/def2-TZVPD.

```
13
C2H9NO wB97M-V/def2-TZVPD
C 1.26 -0.91 -0.86
N 1.03 0.23 -1.76
C -0.30 0.62 -1.44
H 1.15 -0.60 0.19
H 2.31 -1.22 -1.02
H 0.60 -1.77 -1.06
H 1.22 -0.22 -2.67
H -1.00 -0.21 -1.63
H -0.55 1.46 -2.11
H -0.41 0.95 -0.39
O -1.71 0.23 4.02
H -2.19 1.05 3.77
H -1.41 0.39 4.95
```

HOMO-LUMO gap in eV: 9.83
E_LUMO in eV: 0.89
HOMO level in Eh: -0.3287
Molecular weight in g/mol: 63.100
SMILES: CNC.O

Arrangement iii

A cluster of 2 separate species, C2H9NO in total, computed with wB97M-V/def2-TZVPD.

```
13
C2H9NO wB97M-V/def2-TZVPD
C -2.14 0.42 -0.11
N -1.79 -1.02 0.00
H -3.08 0.58 -0.72
H -2.21 1.04 0.84
H -1.28 0.93 -0.65
H -0.79 -0.83 0.20
H -2.23 -1.39 0.84
C 2.30 0.36 0.08
O 1.83 -0.94 -0.08
H 2.07 0.75 1.07
H 3.40 0.39 0.08
H 1.90 1.06 -0.74
H 2.02 -1.37 -0.82
```

HOMO-LUMO gap in eV: 10.38
E_LUMO in eV: 0.93
HOMO level in Eh: -0.3474
Molecular weight in g/mol: 63.100
SMILES: CN.CO

Q: Which of them is the least stable? A: arrangement iii.

Arrangement i

A cluster of 2 separate species, C2H9NO in total, computed with wB97M-V/def2-TZVPD.

```
13
C2H9NO wB97M-V/def2-TZVPD
C 1.43 0.93 -0.22
C 1.18 -0.42 0.50
N 0.18 -1.22 -0.20
H 2.16 1.54 0.27
H 1.71 0.78 -1.25
H 0.48 1.51 -0.24
H 2.19 -0.81 0.64
H 0.83 -0.24 1.51
H -0.46 -0.61 -0.68
H 0.58 -1.77 -0.92
O -3.07 0.21 0.02
H -3.75 -0.34 -0.31
H -3.45 0.43 0.87
```

HOMO-LUMO gap in eV: 9.89
E_LUMO in eV: 0.92
HOMO level in Eh: -0.3297
Molecular weight in g/mol: 63.100
SMILES: CCN.O

Arrangement ii

A cluster of 3 separate species, C2H9NO in total, computed with wB97M-V/def2-TZVPD.

```
13
C2H9NO wB97M-V/def2-TZVPD
N 3.39 -0.70 0.08
H 2.50 -0.93 -0.35
H -6.21 2.38 -1.62
H 3.78 -0.22 -0.74
H 3.12 0.03 0.73
C 0.08 0.24 0.28
O 1.18 0.72 -0.21
C 0.04 -1.23 0.50
H -0.96 0.20 -0.23
H -0.22 0.75 1.23
H -0.16 -1.55 1.51
H -0.18 -1.96 -0.25
H -6.36 2.24 -0.91
```

HOMO-LUMO gap in eV: 6.46
E_LUMO in eV: -2.47
HOMO level in Eh: -0.3280
Molecular weight in g/mol: 63.100

Arrangement iii

A structure of composition C2H9NO, computed with wB97M-V/def2-TZVPD.

```
13
C2H9NO wB97M-V/def2-TZVPD
N -0.32 -2.35 0.58
H -1.05 -1.95 0.00
H -3.86 3.92 3.78
H -0.44 -3.18 1.15
H 0.56 -2.43 0.12
C 2.00 0.02 -1.24
O 0.96 -0.86 -1.43
C 0.62 0.52 -1.20
H 2.62 0.49 -0.46
H 2.54 0.18 -2.18
H 0.18 0.50 -0.18
H 0.00 0.92 -2.00
H -3.82 4.22 3.03
```

HOMO-LUMO gap in eV: 10.40
E_LUMO in eV: 1.14
HOMO level in Eh: -0.3401
Molecular weight in g/mol: 63.100

Q: Which of them is the least stable? A: arrangement ii.

Arrangement i

A cluster of 2 separate species, C2H9NO in total, computed with wB97M-V/def2-TZVPD.

```
13
C2H9NO wB97M-V/def2-TZVPD
C -0.80 1.06 0.68
N -0.66 -0.40 0.56
C -1.06 -0.84 -0.78
H -0.27 1.53 -0.13
H -1.84 1.37 0.65
H -0.37 1.40 1.62
H -1.28 -0.80 1.24
H -2.05 -0.49 -1.08
H -0.99 -1.91 -0.82
H -0.31 -0.50 -1.49
O 2.38 0.21 -0.34
H 1.46 0.06 -0.10
H 2.75 -0.64 -0.61
```

HOMO-LUMO gap in eV: 10.45
E_LUMO in eV: 1.01
HOMO level in Eh: -0.3468
Molecular weight in g/mol: 63.100
SMILES: CNC.O

Arrangement ii

A cluster of 3 separate species, C2H9NO in total, computed with wB97M-V/def2-TZVPD.

```
13
C2H9NO wB97M-V/def2-TZVPD
H 4.54 -0.43 0.22
H 4.30 -0.25 -0.46
C -0.78 -0.14 -1.08
C -1.78 0.78 -1.60
O -0.99 1.12 -0.46
H -1.13 -1.01 -0.53
H 0.16 -0.25 -1.60
H -2.84 0.56 -1.46
H -1.63 1.44 -2.43
N -0.06 -0.31 2.54
H -0.13 0.23 1.68
H -0.59 -1.16 2.55
H 0.92 -0.56 2.63
```

HOMO-LUMO gap in eV: 10.79
E_LUMO in eV: 1.04
HOMO level in Eh: -0.3583
Molecular weight in g/mol: 63.100
SMILES: [H][H].C1CO1.N

Q: Which of them is the least stable? A: arrangement ii.